Density functional theory data (ωB97M-V with the def2-TZVPD basis set) for a structure of composition C22H24AuClI2O2P2.

```
54
Properties=species:S:1:pos:R:3:nbo_charge:R:1
I 1.841 1.731 -0.894 -0.20
I -2.367 -1.711 -0.140 -0.11
Au -0.342 0.153 -0.322 0.89
P -1.815 1.731 -1.566 1.19
C -1.558 1.033 -3.226 -1.00
C -3.582 1.619 -1.270 -1.00
H -1.350 3.923 -0.705 0.28
H -2.006 3.959 -2.375 0.27
H -0.290 3.520 -2.071 0.27
C -1.314 3.452 -1.691 -1.00
H -3.806 1.913 -0.241 0.28
H -4.092 2.287 -1.975 0.27
H -2.178 1.581 -3.947 0.27
H -1.842 -0.024 -3.216 0.26
H -3.920 0.590 -1.420 0.28
H -0.501 1.122 -3.497 0.26
C 0.536 -1.211 -1.403 0.49
O 1.060 -1.992 -2.065 -0.37
Cl -1.371 1.800 1.084 -0.31
O 1.228 -0.637 2.551 -1.07
P 2.106 -1.751 3.034 1.91
C 1.339 -3.386 2.834 -0.43
C 1.291 -4.400 3.805 -0.18
C 0.365 -5.448 3.686 -0.20
C -0.405 -5.566 2.530 -0.16
C -0.154 -4.702 1.456 -0.20
C 0.707 -3.611 1.602 -0.19
C 3.634 -1.789 2.028 -0.30
C 4.882 -2.201 2.522 -0.14
C 6.046 -1.854 1.829 0.03
C 5.967 -1.206 0.591 -0.20
C 4.714 -0.994 0.014 -0.14
C 3.559 -1.346 0.704 0.02
C 2.665 -1.541 4.727 -0.45
C 3.788 -0.710 4.906 -0.18
C 4.558 -0.865 6.055 -0.21
C 4.073 -1.620 7.138 -0.16
C 2.793 -2.182 7.065 -0.20
C 2.083 -2.143 5.857 -0.16
H 1.961 -4.355 4.662 0.23
H 0.218 -6.167 4.494 0.24
H -1.176 -6.335 2.431 0.24
H -0.649 -4.850 0.497 0.23
H 0.854 -2.911 0.772 0.18
H 4.950 -2.785 3.442 0.26
H 7.014 -2.096 2.276 0.25
H 6.873 -0.899 0.068 0.26
H 4.603 -0.533 -0.962 0.25
H 2.589 -1.206 0.227 0.22
H 4.093 -0.010 4.116 0.22
H 5.538 -0.394 6.111 0.23
H 4.705 -1.759 8.021 0.24
H 2.338 -2.680 7.930 0.24
H 1.086 -2.604 5.795 0.24
```

## Properties
HOMO energy (spin up / spin down) in eV: -14.0 / -14.1
Energy above the lowest of the compared OMol25 structures with the same formula, charge and spin in eV: 0.892
Spin multiplicity: 3
Charge: +2
Largest force on an atom in Eh/bohr: 0.070
Frontier orbital gap (spin up / spin down) in Ha: 0.1918 / 0.1333


Density functional theory data (ωB97M-V with the def2-TZVPD basis set) for a structure of composition C8H20B2BaF8O4.

```
43
Properties=species:S:1:pos:R:3:nbo_charge:R:1
Ba 0.177 0.184 -1.046 1.87
B -1.355 -2.336 -1.768 1.27
F -0.105 -2.701 -1.531 -0.57
F -2.049 -3.417 -2.156 -0.53
F -1.905 -1.857 -0.570 -0.58
F -1.133 -1.398 -2.610 -0.55
B 1.163 3.044 -0.818 1.28
F 1.563 2.375 -1.855 -0.56
F -0.144 3.103 -0.856 -0.55
F 1.529 2.235 0.263 -0.59
F 1.719 4.330 -0.848 -0.55
C -3.532 0.697 -1.916 -0.25
O -2.526 1.093 -1.000 -0.60
C -3.020 1.229 0.350 -0.08
C -1.899 1.834 1.256 -0.12
O -0.805 0.941 1.316 -0.59
C -0.181 1.064 2.573 -0.26
H -4.386 1.369 -1.829 0.17
H -3.953 -0.282 -1.686 0.19
H -3.182 0.730 -2.948 0.20
H -3.305 0.259 0.755 0.18
H -3.935 1.820 0.351 0.18
H -2.509 2.110 2.117 0.20
H -1.674 2.741 0.697 0.22
H -0.869 1.070 3.418 0.18
H 0.505 1.912 2.560 0.20
H 0.545 0.254 2.646 0.19
C 3.759 -0.038 -1.758 -0.26
O 2.739 -0.788 -0.919 -0.63
C 3.088 -1.056 0.485 -0.09
C 2.117 -2.065 1.108 -0.08
O 0.806 -1.533 0.928 -0.60
C -0.072 -2.407 1.631 -0.28
H 4.761 -0.462 -1.689 0.19
H 3.847 1.028 -1.544 0.21
H 3.465 -0.063 -2.807 0.20
H 3.219 -0.156 1.086 0.20
H 4.035 -1.596 0.466 0.19
H 2.407 -2.100 2.159 0.19
H 2.165 -3.051 0.645 0.20
H -0.308 -3.236 0.963 0.21
H -0.992 -1.879 1.885 0.21
H 0.229 -3.002 2.493 0.19
```

## Properties
HOMO energy in eV: -10.6
Energy above the lowest of the compared OMol25 structures with the same formula, charge and spin in eV: 0.000
Spin multiplicity: 1
Charge: 0
Largest force on an atom in Eh/bohr: 0.153
Frontier orbital gap in Ha: 0.3984


Density functional theory data (ωB97M-V with the def2-TZVPD basis set) for the molecule C4H3F2N.

```
10
Properties=species:S:1:pos:R:3:nbo_charge:R:1
C -0.644 1.116 0.468 -0.43
C 0.001 0.031 0.022 -0.03
C -1.429 1.025 1.635 0.47
C 0.093 -1.076 2.144 0.43
N 0.196 -1.058 0.821 -0.63
F -1.518 2.086 2.419 -0.33
F 0.084 -2.226 2.706 -0.32
H -0.715 2.177 -0.095 0.23
H 0.236 -0.079 -1.058 0.21
H 0.664 -1.935 0.253 0.39
```

## Properties
HOMO energy (spin up / spin down) in eV: -6.9 / -9.1
Energy above the lowest of the compared OMol25 structures with the same formula, charge and spin in eV: 2.047
Spin multiplicity: 3
Charge: 0
Largest force on an atom in Eh/bohr: 0.117
Frontier orbital gap (spin up / spin down) in Ha: 0.2787 / 0.2933


Density functional theory data (ωB97M-V with the def2-TZVPD basis set) for a structure of composition C19H26AsN4O5PS4Zn.

```
61
Properties=species:S:1:pos:R:3:lowdin_charge:R:1
Zn 0.368 -0.075 -1.534 0.23
N -0.968 3.256 -2.781 0.12
C -0.398 2.783 -3.948 -0.07
C -0.516 1.432 -3.893 -0.16
N -1.131 1.070 -2.705 0.06
C -1.366 2.196 -2.058 -0.31
C -2.011 2.348 -0.754 -0.30
N -3.136 1.772 -0.401 0.12
C -3.362 2.206 0.882 -0.15
C -2.372 3.063 1.272 -0.10
N -1.524 3.183 0.201 0.12
H -0.963 4.204 -2.446 0.15
H 0.042 3.431 -4.684 0.10
H -0.129 0.686 -4.577 -0.01
H -4.214 1.857 1.443 0.09
H -2.188 3.577 2.199 0.10
H -0.522 3.459 0.268 0.12
S 3.144 -4.046 -1.638 -0.40
As 1.376 -2.990 -2.152 0.03
S 0.794 -1.864 -0.233 -0.03
S 1.739 -0.853 -5.172 -0.30
S 2.001 -0.873 -3.127 -0.24
C -1.934 -4.001 -0.456 -0.18
O -2.952 -3.081 -0.065 -0.38
P -2.712 -1.454 -0.073 0.82
O -2.258 -1.148 1.453 -0.39
C -2.856 -1.768 2.580 -0.14
O -4.324 -1.101 0.147 -0.38
C -5.049 -0.919 -1.057 -0.19
H -2.366 -4.999 -0.365 0.07
H -1.052 -3.915 0.178 0.03
H -1.623 -3.832 -1.488 0.05
H -2.086 -2.322 3.120 0.08
H -3.655 -2.450 2.290 0.07
H -3.264 -0.992 3.231 0.08
H -6.066 -0.631 -0.789 0.07
H -5.091 -1.844 -1.642 0.07
H -4.603 -0.127 -1.664 0.06
C 4.641 -2.255 2.456 -0.06
C 3.890 -1.036 1.993 -0.28
C 4.316 -0.329 0.879 -0.01
C 3.576 0.726 0.362 -0.21
C 4.036 1.418 -0.894 -0.04
C 2.391 1.096 0.998 -0.10
C 1.952 0.418 2.135 -0.24
C 0.621 0.728 2.773 -0.03
C 2.717 -0.636 2.620 -0.04
C 1.490 2.102 0.335 -0.61
O 1.217 3.186 0.892 -0.02
O 1.016 1.735 -0.780 -0.09
H 5.721 -2.104 2.393 0.07
H 4.392 -3.110 1.822 0.08
H 4.385 -2.511 3.486 0.06
H 5.214 -0.642 0.356 0.12
H 5.123 1.363 -0.979 0.07
H 3.734 2.466 -0.910 0.08
H 3.606 0.939 -1.778 0.03
H 0.473 1.803 2.878 0.07
H 0.554 0.257 3.755 0.07
H -0.196 0.336 2.157 0.07
H 2.360 -1.190 3.484 0.11
```

## Properties
HOMO energy in eV: -0.8
Spin multiplicity: 1
Charge: -2
Largest force on an atom in Eh/bohr: 0.016
Frontier orbital gap in Ha: 0.1851


Density functional theory data (ωB97M-V with the def2-TZVPD basis set) for the molecule C20H27N5O4.

```
56
Properties=species:S:1:pos:R:3:nbo_charge:R:1
C 2.713 -3.209 4.411 -0.64
C 2.736 -1.731 4.187 0.25
C 1.851 -1.110 3.373 -0.38
C 1.908 0.326 3.174 0.42
N 1.205 1.115 2.464 -0.52
C 0.093 0.591 1.697 -0.04
C -1.076 1.569 1.775 -0.40
C -2.252 1.109 0.920 -0.41
C -1.849 0.883 -0.531 0.28
C -0.680 -0.103 -0.595 -0.45
C 0.502 0.373 0.241 -0.41
C -3.043 0.386 -1.342 -0.25
N -2.749 0.394 -2.769 -0.43
C -2.572 -0.792 -3.415 0.67
O -2.613 -1.868 -2.837 -0.62
C -2.364 -0.771 -4.886 -0.28
C -2.975 -0.061 -5.861 0.18
O -2.579 -0.472 -7.063 -0.28
N -1.660 -1.504 -6.899 -0.13
C -1.545 -1.691 -5.617 0.19
C -0.644 -2.748 -5.079 -0.65
C -2.336 1.705 -3.248 -0.25
C -1.173 2.211 -2.407 -0.07
O -1.472 2.181 -1.028 -0.55
N 2.953 0.908 3.909 -0.56
C 3.787 0.213 4.698 0.46
C 4.823 1.014 5.452 -0.11
O 5.015 2.313 4.923 -0.71
N 3.740 -1.067 4.871 -0.54
H 1.915 -3.691 3.850 0.21
H 3.672 -3.639 4.118 0.23
H 2.582 -3.416 5.474 0.23
H 1.104 -1.688 2.851 0.22
H -0.264 -0.373 2.092 0.16
H -1.386 1.679 2.816 0.21
H -0.728 2.547 1.436 0.22
H -2.657 0.169 1.309 0.20
H -3.057 1.847 0.949 0.22
H -1.044 -1.065 -0.220 0.22
H -0.379 -0.288 -1.628 0.21
H 0.891 1.318 -0.150 0.21
H 1.317 -0.354 0.194 0.21
H -3.316 -0.625 -1.051 0.25
H -3.890 1.057 -1.165 0.20
H -3.709 0.729 -5.847 0.21
H -1.224 -3.475 -4.513 0.25
H -0.124 -3.240 -5.898 0.23
H 0.087 -2.315 -4.396 0.23
H -2.033 1.652 -4.290 0.22
H -3.181 2.395 -3.160 0.20
H -0.276 1.618 -2.627 0.17
H -0.958 3.251 -2.651 0.20
H 3.065 1.910 3.836 0.44
H 4.471 1.139 6.477 0.21
H 5.743 0.429 5.488 0.20
H 5.635 2.265 4.189 0.48
```

## Properties
HOMO energy in eV: -8.1
Energy above the lowest of the compared OMol25 structures with the same formula, charge and spin in eV: 0.926
Spin multiplicity: 1
Charge: 0
SMILES: Cc1c/c(=N\[C@H]2CC[C@@]3(CC2)CN(C(=O)c2conc2C)CCO3)[nH]c(CO)n1
Largest force on an atom in Eh/bohr: 0.002
Frontier orbital gap in Ha: 0.3180


Density functional theory data (ωB97M-V with the def2-TZVPD basis set) for a structure of composition C25H32NO3PPdSSi.

```
65
Properties=species:S:1:pos:R:3:nbo_charge:R:1
Pd 0.405 -0.131 0.324 0.75
O 4.339 0.545 -0.558 -0.62
C 3.171 0.630 -0.249 0.78
O 2.315 -0.348 -0.289 -0.71
C 2.619 1.984 0.248 -0.85
P 0.869 2.017 -0.219 1.02
C 0.102 3.462 0.549 -0.28
C -0.334 4.555 -0.197 -0.21
C -0.927 5.638 0.439 -0.21
C -1.084 5.633 1.816 -0.20
C -0.655 4.543 2.562 -0.19
C -0.071 3.458 1.932 -0.22
C 0.813 2.248 -2.007 -0.28
C -0.404 2.008 -2.649 -0.22
C -0.503 2.115 -4.025 -0.20
C 0.621 2.443 -4.774 -0.20
C 1.836 2.661 -4.145 -0.20
C 1.937 2.565 -2.763 -0.21
H 3.230 2.806 -0.118 0.25
H 2.656 1.992 1.340 0.27
H -0.202 4.563 -1.271 0.22
H -1.260 6.487 -0.143 0.22
H -1.544 6.479 2.311 0.22
H -0.784 4.538 3.637 0.22
H 0.241 2.596 2.513 0.22
H -1.272 1.725 -2.061 0.21
H -1.449 1.928 -4.515 0.22
H 0.549 2.515 -5.852 0.22
H 2.715 2.897 -4.730 0.22
H 2.897 2.715 -2.288 0.23
C -4.047 0.273 0.138 -0.81
S -2.501 -0.582 -0.148 1.26
C -2.979 -2.189 0.478 -0.82
O -1.585 0.039 0.908 -0.94
H -4.320 0.183 1.188 0.24
H -4.810 -0.164 -0.505 0.24
H -3.889 1.317 -0.127 0.25
H -3.691 -2.633 -0.217 0.24
H -3.407 -2.070 1.473 0.23
H -2.066 -2.779 0.518 0.29
C -0.621 -2.138 3.489 -1.13
Si 0.829 -2.462 2.327 1.81
C 2.199 -1.262 2.796 -1.13
C 1.473 -4.189 2.696 -1.13
N 0.300 -2.161 0.710 -1.16
C 0.166 -2.990 -0.379 0.28
C -0.108 -4.369 -0.258 -0.32
C -0.333 -5.171 -1.365 -0.19
C -0.313 -4.650 -2.651 -0.29
C -0.053 -3.293 -2.798 -0.18
C 0.180 -2.485 -1.699 -0.32
H -0.336 -2.249 4.538 0.23
H -1.436 -2.838 3.287 0.22
H -1.005 -1.126 3.342 0.23
H 2.600 -1.521 3.779 0.23
H 1.835 -0.231 2.846 0.22
H 3.010 -1.301 2.066 0.26
H 1.900 -4.167 3.703 0.23
H 2.264 -4.485 2.005 0.25
H 0.703 -4.960 2.691 0.23
H -0.156 -4.813 0.725 0.20
H -0.536 -6.225 -1.213 0.20
H -0.491 -5.281 -3.510 0.21
H -0.017 -2.854 -3.788 0.20
H 0.418 -1.439 -1.862 0.21
```

## Properties
HOMO energy in eV: -6.8
Energy above the lowest of the compared OMol25 structures with the same formula, charge and spin in eV: 0.000
Spin multiplicity: 1
Charge: 0
Largest force on an atom in Eh/bohr: 0.009
Frontier orbital gap in Ha: 0.2514